{"formula": "C55H59BClF14N4O8P2", "method": "ωB97M-V/def2-TZVPD", "total_charge": -1, "largest_force_ev_per_a": 8.33, "elements": ["C", "C", "O", "N", "C", "C", "O", "C", "P", "N", "O", "P", "C", "O", "C", "C", "C", "C", "C", "C", "N", "C", "C", "C", "B", "O", "O", "N", "C", "C", "C", "O", "O", "C", "Cl", "C", "C", "C", "F", "F", "C", "F", "F", "C", "F", "F", "C", "F", "F", "F", "H", "H", "H", "H", "H", "H", "H", "H", "H", "H", "H", "H", "H", "H", "H", "H", "H", "H", "H", "H", "H", "H", "H", "H", "H", "H", "H", "H", "H", "H", "H", "H", "H", "H", "F", "C", "C", "C", "C", "C", "C", "H", "H", "H", "H", "H", "F", "C", "C", "C", "C", "C", "C", "H", "H", "H", "H", "H", "F", "C", "C", "C", "C", "C", "C", "H", "H", "H", "H", "H", "F", "C", "C", "C", "C", "C", "C", "H", "H", "H", "H", "H", "F", "C", "C", "C", "C", "C", "C", "H", "H", "H", "H", "H"], "xyz": [[-5.659, 2.634, -0.103], [-5.357, 1.108, -0.609], [-6.345, 0.537, -1.355], [-4.194, 0.221, -0.279], [-4.779, -1.139, -0.089], [-4.751, -2.440, -1.071], [-5.411, -1.339, 1.105], [-3.002, 0.337, -1.171], [-3.313, 0.026, -3.073], [-4.455, 0.986, -3.704], [-2.726, 1.812, -1.073], [-1.034, 2.297, -0.798], [0.829, 2.789, -0.496], [1.200, 4.068, -1.190], [2.668, 4.150, -1.057], [3.411, 5.071, 0.116], [5.073, 5.143, 0.279], [6.071, 4.288, -0.702], [5.372, 3.385, -1.894], [3.720, 3.331, -2.067], [-1.264, 4.042, -0.916], [-1.599, 4.744, 0.165], [-0.567, 5.460, 1.273], [-3.204, 5.152, 0.415], [-1.502, 2.056, 1.068], [-2.888, 2.213, 1.621], [-0.519, 1.603, 2.118], [-0.967, 2.310, -2.589], [0.267, 1.793, -3.217], [-1.599, 3.486, -3.250], [-0.655, 4.643, -4.011], [-2.934, 3.707, -3.420], [-0.530, 0.602, -0.585], [-1.581, -0.424, -0.789], [-1.542, -1.532, 0.744], [-0.863, -1.417, -1.877], [0.581, -2.063, -1.360], [0.521, -3.725, -1.218], [-0.801, -4.241, -0.803], [0.724, -4.222, -2.631], [1.755, -4.359, -0.348], [1.480, -5.843, -0.267], [3.089, -4.266, -1.052], [1.867, -3.843, 1.202], [0.574, -3.652, 1.900], [2.724, -2.600, 1.174], [2.728, -4.911, 2.159], [1.832, -6.004, 2.693], [3.945, -5.437, 1.502], [3.145, -4.138, 3.389], [-5.258, 3.362, -0.926], [-6.846, 2.765, -0.108], [-5.323, 2.882, 0.989], [-5.137, -3.437, -0.556], [-3.726, -2.650, -1.605], [-5.538, -2.228, -1.944], [-3.687, -1.330, -3.370], [-2.111, 0.318, -3.869], [-4.008, 1.568, -4.445], [1.570, 1.904, -0.758], [1.046, 3.036, 0.649], [2.774, 5.687, 0.883], [5.535, 5.818, 1.121], [7.230, 4.354, -0.541], [6.045, 2.776, -2.646], [3.328, 2.668, -2.961], [-0.904, 6.554, 1.531], [-0.675, 4.834, 2.282], [0.550, 5.451, 0.927], [-3.176, 6.333, 0.588], [-3.862, 4.989, -0.542], [-3.642, 4.698, 1.400], [-2.739, 2.501, 2.573], [-0.040, 2.426, 2.432], [0.751, 0.819, -2.801], [-0.004, 1.545, -4.355], [1.160, 2.581, -3.316], [-0.232, 5.413, -3.203], [-1.319, 5.309, -4.742], [0.196, 4.177, -4.663], [-1.657, -2.255, -2.167], [-0.590, -0.893, -2.910], [1.393, -1.888, -2.220], [1.026, -1.532, -0.417], [-9.681, -0.127, 4.554], [-8.866, -1.190, 4.538], [-9.170, -2.297, 5.323], [-8.324, -3.406, 5.302], [-7.177, -3.392, 4.505], [-6.878, -2.274, 3.724], [-7.730, -1.169, 3.737], [-10.060, -2.287, 5.943], [-8.557, -4.280, 5.906], [-6.516, -4.255, 4.492], [-5.983, -2.263, 3.107], [-7.517, -0.296, 3.130], [-0.324, 2.376, 4.824], [0.124, 1.278, 5.447], [1.425, 1.251, 5.937], [1.889, 0.109, 6.590], [1.050, -0.998, 6.736], [-0.252, -0.963, 6.236], [-0.720, 0.182, 5.593], [2.065, 2.118, 5.807], [2.902, 0.081, 6.983], [1.415, -1.890, 7.242], [-0.902, -1.828, 6.348], [-1.733, 0.230, 5.207], [6.720, 4.801, -3.809], [7.265, 4.334, -4.940], [8.372, 4.977, -5.483], [8.943, 4.488, -6.657], [8.394, 3.366, -7.282], [7.280, 2.729, -6.733], [6.716, 3.212, -5.552], [8.780, 5.853, -4.988], [9.813, 4.979, -7.086], [8.837, 2.987, -8.201], [6.852, 1.859, -7.223], [5.855, 2.725, -5.106], [2.333, -1.481, -5.279], [2.758, -2.704, -5.623], [2.824, -3.702, -4.657], [3.262, -4.977, -5.016], [3.640, -5.237, -6.335], [3.575, -4.227, -7.297], [3.126, -2.955, -6.940], [2.535, -3.480, -3.635], [3.310, -5.766, -4.270], [3.986, -6.230, -6.614], [3.873, -4.430, -8.322], [3.061, -2.161, -7.676], [1.725, -3.916, 8.522], [1.107, -4.810, 7.740], [1.414, -4.862, 6.384], [0.774, -5.796, 5.570], [-0.175, -6.663, 6.119], [-0.479, -6.600, 7.480], [0.169, -5.673, 8.296], [2.147, -4.175, 5.974], [1.012, -5.849, 4.511], [-0.677, -7.388, 5.483], [-1.221, -7.273, 7.904], [-0.049, -5.617, 9.357]], "lowdin_charge": [-0.012, -0.227, -0.058, 0.036, -0.274, -0.042, -0.063, -0.415, 0.821, -0.303, -0.267, 0.632, -0.195, -0.229, -0.143, 0.002, -0.075, -0.092, -0.073, 0.010, -0.070, -0.288, -0.040, -0.058, -0.489, 0.003, -0.024, -0.198, -0.166, -0.310, -0.050, -0.093, -0.324, -0.591, 0.687, -0.192, -0.074, -0.190, 0.000, -0.036, -0.086, 0.007, 0.023, -0.084, 0.040, 0.024, -0.112, 0.009, 0.059, 0.020, 0.090, 0.101, 0.079, 0.105, 0.047, 0.108, -0.007, 0.020, -0.044, 0.113, 0.114, 0.068, 0.071, 0.074, 0.071, 0.076, 0.076, 0.092, 0.051, 0.075, 0.078, 0.072, 0.109, 0.073, 0.084, 0.103, 0.072, 0.089, 0.085, 0.063, 0.104, 0.097, 0.136, 0.122, 0.056, -0.294, -0.034, -0.099, -0.099, -0.072, -0.003, 0.108, 0.097, 0.097, 0.083, 0.118, 0.053, -0.287, -0.019, -0.084, -0.096, -0.073, -0.005, 0.113, 0.102, 0.077, 0.106, 0.121, 0.047, -0.284, -0.018, -0.088, -0.104, -0.083, -0.018, 0.115, 0.102, 0.098, 0.105, 0.109, 0.061, -0.282, -0.016, -0.072, -0.102, -0.091, -0.021, 0.081, 0.108, 0.098, 0.101, 0.114, 0.053, -0.295, -0.012, -0.067, -0.090, -0.087, -0.022, 0.108, 0.076, 0.102, 0.102, 0.113]}

***

{"formula": "C2H8NS", "method": "ωB97M-V/def2-TZVPD", "total_charge": -1, "largest_force_ev_per_a": 1.53, "de_lowest_kcal_mol": 5.97, "elements": ["S", "H", "C", "C", "N", "H", "H", "H", "H", "H", "H", "H"], "xyz": [[0.983, -2.896, 0.496], [0.637, -2.789, 1.790], [-0.526, 0.879, -1.323], [-0.487, 0.500, 0.197], [0.898, 0.385, 0.689], [0.476, 1.070, -1.701], [-1.089, 1.806, -1.475], [-1.079, 0.111, -1.853], [-0.969, -0.475, 0.271], [-0.978, 1.301, 0.746], [1.221, -0.571, 0.511], [0.914, 0.679, 1.653]], "lowdin_charge": [-0.232, -0.448, -0.121, -0.356, -0.063, 0.054, 0.040, 0.048, 0.058, 0.082, -0.097, 0.034]}

***

{"formula": "C6H10N2O", "method": "ωB97M-V/def2-TZVPD", "smiles": "C=NN[C@]1(C)C[C@H]1C=O", "largest_force_ev_per_a": 5.64, "de_lowest_kcal_mol": 146.98, "elements": ["C", "N", "N", "C", "C", "C", "C", "C", "O", "H", "H", "H", "H", "H", "H", "H", "H", "H", "H"], "xyz": [[0.095, 1.845, -2.795], [0.463, 1.385, -1.721], [-0.598, 0.785, -0.900], [-0.295, -0.169, 0.018], [-0.095, -1.555, -0.334], [-0.838, 0.083, 1.352], [0.673, 0.248, 1.190], [1.399, -0.618, 2.320], [0.891, -1.637, 2.729], [-1.128, 1.735, -2.944], [0.692, 2.168, -3.625], [-1.568, 0.571, -1.394], [0.564, -1.646, -1.285], [-1.051, -2.389, -0.294], [0.434, -1.820, 0.693], [-1.707, 0.888, 1.551], [-1.079, -0.823, 1.962], [0.751, 1.216, 0.719], [2.397, -0.265, 2.758]], "lowdin_charge": [-0.098, -0.010, -0.033, -0.653, -0.057, -0.091, -0.094, -0.182, 0.016, 0.117, 0.056, 0.181, 0.106, 0.144, 0.083, 0.158, 0.112, 0.108, 0.137]}

***

{"formula": "C31H27MoN5O4PS5SeTe", "method": "ωB97M-V/def2-TZVPD", "total_charge": 3, "largest_force_ev_per_a": 0.19, "elements": ["Mo", "Se", "N", "C", "C", "C", "C", "C", "N", "C", "C", "N", "C", "C", "C", "C", "C", "N", "H", "H", "H", "H", "H", "H", "O", "C", "S", "C", "C", "S", "S", "S", "N", "S", "C", "C", "C", "C", "C", "C", "C", "C", "C", "C", "C", "C", "H", "H", "H", "H", "H", "H", "H", "H", "H", "H", "H", "C", "C", "O", "P", "O", "Te", "O", "C", "C", "H", "H", "H", "H", "H", "H", "H", "H", "H", "H"], "xyz": [[-0.197, 0.018, 0.040], [3.006, 2.532, 6.681], [3.477, 1.297, 5.504], [2.590, 1.328, 4.540], [2.631, 0.442, 3.385], [3.611, -0.536, 3.205], [3.538, -1.346, 2.094], [2.494, -1.176, 1.190], [1.554, -0.236, 1.340], [1.629, 0.569, 2.427], [0.575, 1.551, 2.560], [-0.346, 1.574, 1.566], [-1.364, 2.434, 1.673], [-1.503, 3.301, 2.750], [-0.559, 3.293, 3.754], [0.507, 2.398, 3.662], [1.547, 2.290, 4.676], [1.592, 3.044, 5.747], [4.405, -0.634, 3.934], [4.278, -2.112, 1.908], [2.407, -1.819, 0.326], [-2.082, 2.442, 0.868], [-2.346, 3.978, 2.780], [-0.622, 3.960, 4.605], [0.809, -1.500, -6.687], [0.629, -1.363, -5.531], [-0.938, -1.757, -4.713], [-0.408, -1.209, -3.154], [0.834, -0.727, -3.008], [1.482, -0.196, -1.460], [1.864, -0.699, -4.399], [-1.418, -1.360, -1.726], [-0.834, -1.538, 1.115], [-0.320, -2.151, 2.604], [-1.022, -1.089, 3.837], [-2.179, -0.352, 3.630], [-2.662, 0.423, 4.674], [-1.992, 0.452, 5.892], [-0.836, -0.294, 6.081], [-0.338, -1.076, 5.049], [-1.171, -3.687, 2.734], [-0.414, -4.814, 2.421], [-1.020, -6.058, 2.489], [-2.349, -6.159, 2.876], [-3.087, -5.025, 3.199], [-2.504, -3.771, 3.133], [-1.554, -2.176, 0.780], [-2.701, -0.392, 2.683], [-3.574, 0.990, 4.544], [-2.382, 1.051, 6.705], [-0.329, -0.282, 7.037], [0.555, -1.673, 5.191], [0.629, -4.723, 2.143], [-0.450, -6.947, 2.256], [-2.814, -7.134, 2.941], [-4.116, -5.120, 3.517], [-3.068, -2.892, 3.416], [-0.293, 2.540, -5.531], [-1.481, 2.103, -4.720], [-1.044, 1.984, -3.302], [-2.032, 1.791, -2.125], [-1.208, 1.548, -0.861], [-3.453, -0.175, -2.344], [-3.022, 2.970, -2.001], [-2.689, 4.414, -2.161], [-2.154, 4.980, -0.875], [-0.593, 2.613, -6.576], [0.520, 1.820, -5.456], [0.068, 3.516, -5.211], [-1.851, 1.119, -5.010], [-2.297, 2.824, -4.757], [-3.635, 4.856, -2.455], [-1.978, 4.498, -2.982], [-2.884, 4.881, -0.072], [-1.962, 6.044, -1.023], [-1.215, 4.508, -0.583]], "lowdin_charge": [1.194, 1.260, -0.196, -0.343, -0.063, 0.064, 0.015, -0.167, -0.115, -0.153, -0.137, -0.009, -0.095, 0.005, 0.062, -0.061, -0.346, -0.197, 0.141, 0.134, 0.085, 0.101, 0.130, 0.142, 0.053, -0.913, 1.005, -1.097, -1.056, 0.721, 1.051, 0.434, -0.461, 1.157, -0.422, -0.098, -0.047, -0.028, -0.033, -0.068, -0.413, -0.071, -0.032, -0.018, -0.030, -0.051, 0.007, 0.109, 0.124, 0.127, 0.127, 0.125, 0.115, 0.127, 0.129, 0.126, 0.112, -0.034, -0.206, -0.239, 0.214, -0.553, 1.018, -0.248, -0.171, -0.056, 0.108, 0.064, 0.095, 0.092, 0.124, 0.138, 0.119, 0.088, 0.104, 0.077]}

***

Computed gap between HOMO and LUMO (Eh) in order:
0.2372 0.2575 0.3559 0.2316
Computed HOMO energy (eV) in order:
-5.049 -2.748 -8.904 -15.816
Computed energy (eV) in order:
-150131.144 -14529.835 -11405.714 -186165.692